Here is a cluster of 5 separate species, C43H77N2O5PS4 in total from the OMol25 dataset. Energies are from ωB97M-V/def2-TZVPD.

```
132
Properties=species:S:1:pos:R:3:forces:R:3:mulliken_charge:R:1
C -1.792 -5.760 1.625 0.2 -0.3 -0.8 -1.3239
C -1.361 -4.944 0.384 -0.5 0.0 -0.2 -1.1492
C -1.579 -3.439 0.521 0.2 -1.1 0.0 1.5107
C -2.914 -3.021 0.448 0.5 -0.1 0.0 -0.8758
C -3.178 -1.683 0.527 -0.7 1.8 -0.2 1.3076
C -2.156 -0.717 0.682 -0.3 -1.0 0.0 -1.8426
C -0.842 -1.156 0.764 0.3 0.7 -0.1 0.7388
C 0.247 -0.100 0.952 0.0 -1.0 0.4 0.1574
C 0.667 0.061 2.440 0.6 0.4 -1.3 0.2119
C 1.709 1.206 2.493 -0.4 0.3 0.4 -0.0563
S 3.393 0.523 2.658 0.2 -0.5 0.0 -0.2775
C 4.404 1.572 1.601 0.6 1.1 -0.4 0.2354
S 4.641 3.145 1.982 -0.4 -0.1 0.1 -0.2187
N 4.980 1.063 0.426 -2.0 -1.0 0.9 0.1138
C 4.647 1.890 -0.758 0.3 0.4 -1.3 -0.4319
C 4.535 1.019 -2.035 0.2 0.2 0.6 -0.5372
O 5.622 0.115 -2.022 -0.2 -0.3 -0.3 -0.4369
C 5.429 -0.874 -1.023 -0.1 0.0 0.5 -0.4035
C 4.615 -0.351 0.190 0.8 -0.2 -1.0 -1.0748
C -0.534 -2.536 0.672 0.4 0.9 0.7 -0.6703
C 0.951 -2.936 0.735 -0.4 -1.1 -1.1 1.8076
C 1.379 -3.283 -0.735 -0.3 0.7 0.4 -1.6843
C 1.263 -4.076 1.733 0.8 0.0 0.4 -0.5203
C 2.697 -3.914 2.302 -0.6 0.6 -0.2 -1.2758
N -2.466 0.686 0.737 -0.8 -0.1 -0.3 1.7732
C -3.340 1.104 -0.345 -0.2 0.1 -0.1 -1.9579
C -2.987 2.205 -1.108 0.8 0.4 -0.5 -0.4790
C -1.695 2.983 -0.882 -0.5 -0.4 0.4 -0.7016
C -1.996 4.112 0.135 0.5 -0.3 -0.4 0.3095
C -0.745 4.884 0.690 -0.7 -1.2 0.0 -0.9583
S 0.792 4.625 -0.270 0.2 0.4 0.0 -0.2159
C -3.834 2.596 -2.143 0.4 0.2 0.2 -1.2012
C -4.992 1.911 -2.418 -0.4 0.3 -0.5 -0.4464
C -5.384 0.793 -1.683 0.3 -0.8 -0.7 1.2872
P -6.941 -0.111 -2.108 -1.2 0.6 0.5 0.2818
C -7.298 0.262 -3.904 0.5 -0.6 0.4 -1.1224
C -6.663 -1.947 -2.101 0.8 0.0 0.4 -1.0411
C -4.531 0.417 -0.648 0.5 -0.7 0.8 1.6210
S -4.863 -1.025 0.382 0.5 0.0 0.1 -0.1751
H -1.333 -5.387 2.545 -0.3 -0.1 -0.1 0.2631
H -1.480 -6.801 1.450 0.0 0.2 0.3 0.4366
H -2.888 -5.789 1.685 0.3 0.2 0.3 0.3781
H -0.343 -5.186 0.080 -0.2 0.1 0.2 0.0088
H -1.993 -5.269 -0.460 0.2 0.0 0.2 0.5681
H -3.708 -3.752 0.301 0.1 0.2 0.0 0.4578
H 1.109 -0.436 0.359 0.0 0.6 0.1 -0.6552
H -0.094 0.885 0.630 0.0 -0.3 -0.2 -0.1485
H -0.232 0.337 2.992 0.3 -0.2 0.2 -0.3134
H 1.136 -0.862 2.806 -0.5 0.1 0.2 0.3904
H 1.497 1.856 3.351 0.3 0.0 -0.3 0.5746
H 1.655 1.788 1.566 0.1 0.0 0.3 -0.4385
H 3.707 2.454 -0.657 0.2 -0.2 0.4 -0.0042
H 5.441 2.623 -0.948 -0.2 -0.1 0.3 0.5749
H 4.624 1.657 -2.922 0.0 -0.1 0.2 0.5272
H 3.568 0.492 -2.102 0.2 0.1 0.0 0.1816
H 6.427 -1.175 -0.678 -0.2 0.1 -0.2 0.4416
H 4.922 -1.766 -1.430 0.1 0.2 0.0 -0.0793
H 4.920 -0.978 1.033 -0.4 0.3 0.0 0.6816
H 3.531 -0.421 0.018 0.3 -0.3 0.1 0.5216
H 1.592 -2.094 1.018 -0.5 -0.1 0.2 -0.6227
H 2.464 -3.174 -0.866 -0.2 -0.4 0.0 0.1493
H 1.015 -4.264 -1.052 0.4 0.1 0.1 0.4518
H 0.891 -2.550 -1.396 0.3 -0.2 0.1 0.3825
H 0.531 -4.065 2.553 0.2 0.0 -0.2 0.3510
H 1.240 -5.073 1.272 -0.3 0.3 0.0 0.2340
H 2.771 -2.928 2.790 0.1 -0.3 0.0 0.2119
H 3.413 -3.907 1.468 0.0 -0.2 0.3 0.2251
H 2.946 -4.688 3.036 0.0 0.1 -0.3 0.4765
H -2.970 0.881 1.602 0.3 -0.1 0.1 -0.3882
H -0.946 2.284 -0.497 -0.1 0.3 0.0 -0.4309
H -1.293 3.367 -1.828 -0.3 0.0 0.2 0.7226
H -2.705 4.787 -0.369 0.2 0.0 0.3 0.5813
H -2.517 3.632 0.976 0.1 0.3 -0.1 -0.4270
H -1.007 5.943 0.763 0.5 -0.1 0.0 0.4118
H -0.543 4.481 1.689 0.0 0.4 -0.1 0.3954
H 1.372 3.633 0.444 -0.4 0.3 0.0 0.0277
H -3.537 3.449 -2.756 -0.2 -0.2 0.1 0.4514
H -5.567 2.280 -3.265 -0.1 -0.3 0.2 0.1301
H -7.052 1.288 -4.186 0.0 -0.2 0.0 0.3783
H -8.376 0.112 -4.031 0.3 0.0 0.0 0.3511
H -6.741 -0.467 -4.510 -0.2 0.4 -0.2 0.3067
H -5.596 -2.202 -2.184 -0.3 0.0 -0.3 0.3076
H -7.250 -2.479 -2.858 0.1 0.4 0.0 0.4348
H -6.966 -2.304 -1.109 -0.1 0.0 -0.3 0.3208
C -4.818 -0.698 5.062 -0.2 -0.2 0.1 -1.1577
C -3.374 -1.160 4.932 -0.4 0.3 -0.4 0.2203
C -2.500 -0.073 4.348 0.4 0.2 0.3 0.2097
O -3.293 -2.305 4.093 0.1 -0.4 0.3 -0.5301
H -5.228 -0.437 4.082 0.1 0.1 0.0 0.1223
H -5.439 -1.498 5.469 0.1 0.0 0.1 0.3498
H -4.897 0.173 5.714 0.0 0.0 0.0 0.3697
H -2.997 -1.459 5.913 0.1 -0.1 -0.1 0.3988
H -2.841 0.197 3.349 -0.2 0.0 0.1 -0.7661
H -1.476 -0.428 4.256 0.0 -0.1 0.1 0.1490
H -2.499 0.824 4.972 -0.1 0.0 -0.1 0.5118
H -3.608 -2.042 3.223 0.0 0.0 -0.2 0.2695
C -6.929 2.674 2.017 -0.1 -0.1 0.1 -1.1736
C -5.746 3.175 2.832 0.0 0.1 -0.7 0.4126
C -5.189 4.468 2.255 0.1 0.1 0.1 -1.1625
O -4.725 2.177 2.854 0.2 -0.1 0.4 -0.3169
H -6.626 2.462 0.987 0.0 0.1 0.0 0.1974
H -7.314 1.742 2.435 0.0 0.0 0.0 0.2829
H -7.736 3.408 1.999 0.0 0.0 0.0 0.4283
H -6.053 3.337 3.866 0.1 -0.1 0.1 0.3287
H -4.835 4.311 1.232 -0.1 0.0 0.0 0.1516
H -4.335 4.812 2.842 0.0 0.0 0.0 0.2797
H -5.945 5.254 2.245 0.0 0.0 0.0 0.4707
H -4.441 2.012 1.947 -0.3 0.2 -0.1 -0.1390
C 4.050 -4.530 -5.625 -0.1 0.1 -0.1 -1.4714
C 3.645 -4.263 -4.183 0.4 -0.5 -0.1 0.5341
C 4.860 -4.210 -3.269 0.0 0.2 0.2 -1.1068
O 2.754 -5.285 -3.737 -0.3 0.2 0.1 -0.5298
H 4.558 -5.495 -5.711 0.1 0.0 0.1 0.3574
H 3.169 -4.574 -6.266 0.0 0.1 0.0 0.3434
H 4.716 -3.751 -6.000 0.0 0.0 0.0 0.3754
H 3.100 -3.320 -4.124 -0.1 -0.1 0.1 0.2843
H 5.395 -5.164 -3.278 0.0 0.0 -0.1 0.4081
H 4.555 -4.026 -2.237 0.0 0.0 0.0 0.1398
H 5.550 -3.421 -3.575 0.0 0.0 0.0 0.3419
H 3.222 -6.126 -3.784 0.0 0.0 0.0 0.3396
C 8.722 4.910 -3.537 0.0 0.1 -0.2 -1.2706
C 7.765 5.223 -2.398 0.3 -0.6 0.0 0.3535
C 8.315 4.739 -1.064 -0.1 0.1 0.2 -1.1741
O 6.502 4.606 -2.646 -0.2 0.2 0.0 -0.5133
H 8.876 3.831 -3.627 0.0 0.0 0.1 0.3063
H 8.311 5.255 -4.488 0.0 0.1 0.0 0.3114
H 9.691 5.387 -3.383 0.0 0.0 0.0 0.3962
H 7.588 6.299 -2.353 -0.2 0.0 0.0 0.3221
H 8.455 3.654 -1.076 0.1 0.0 -0.1 0.2673
H 7.615 4.962 -0.258 0.0 0.0 0.0 0.2798
H 9.272 5.211 -0.836 0.0 0.0 0.0 0.4223
H 6.645 3.654 -2.689 0.1 0.0 0.0 0.2987
```
Positions in Å, forces in eV/Å.

Calculated values
HOMO level, eV: -7.740
Total energy, eV: -111686.49693
2S+1: 1
Net charge: 0
Gap between HOMO and LUMO, eV: 7.63
Max |F|, eV/Å: 2.4
SMILES string: CCc1cc2c(c(CCCSC(=S)N3CCOCC3)c1[C@H](C)CC)Nc1c(CCCS)ccc(P(C)C)c1S2.CC(C)O.CC(C)O.CC(C)O.CC(C)O